1.
C42H79BrCl32F4IO6PS2 | ωB97M-V/def2-TZVPD

```
168
Properties=species:S:1:pos:R:3:forces:R:3
C -1.67785 2.83045 -4.55094 1.6 -0.9 -0.2
C -0.58303 1.93868 -4.48583 -1.0 1.1 -0.1
C -0.25608 0.78400 -5.51498 -1.5 0.5 2.3
I -2.11278 -0.41337 -5.67008 0.7 0.0 0.0
O 0.74759 -0.14017 -5.08478 0.2 2.0 -1.0
C 1.98109 0.51196 -4.75146 1.1 -0.5 0.3
C 2.22448 0.30490 -3.15227 -2.4 -1.7 -0.7
O 0.92212 -0.07301 -2.63587 2.6 -0.1 0.1
C 1.02532 -1.23236 -1.78521 -1.0 -0.6 0.8
C -0.40489 -1.35565 -1.00839 0.9 0.3 0.5
C -0.04419 -1.56111 0.53051 -0.3 -0.9 -1.0
O -1.21717 -0.18461 -1.26536 0.4 -0.9 0.5
O 2.56881 1.52049 -2.46229 2.5 -1.1 -0.8
C 3.94543 1.82466 -2.48190 -0.3 1.4 1.3
F 4.79697 0.75448 -2.14186 -1.7 1.4 -0.9
S 4.20083 3.10584 -1.12379 -0.2 0.2 -0.8
Br 4.53083 2.74874 -4.17532 -0.2 -1.0 0.5
C 3.12699 -0.21894 -5.63163 -0.6 0.7 -0.6
F 4.33587 -0.37825 -4.95719 -2.2 -0.3 -1.2
F 3.41129 0.64071 -6.72158 -0.3 -2.2 1.8
F 2.62225 -1.45627 -6.08237 2.0 2.6 0.8
P 0.01584 1.52875 -7.23400 -0.9 0.7 -2.2
O -1.54426 1.95987 -7.80782 2.3 -0.3 1.2
O 0.87207 2.96964 -7.03555 -1.3 -1.8 0.1
S 0.75804 0.30743 -8.54507 0.1 0.3 0.7
H -1.41309 3.94073 -4.47797 -0.9 -1.8 1.2
H -2.75811 2.52972 -4.70589 1.6 0.3 -1.0
H 0.14870 2.11240 -3.62164 -0.3 0.3 -2.0
H 2.03096 1.60860 -5.04238 -0.2 -1.3 0.5
H 2.89518 -0.58331 -2.95078 -0.1 1.5 -0.2
H 1.24021 -2.20220 -2.36245 -0.3 1.4 0.5
H 1.84587 -1.11429 -1.00051 -0.9 0.1 -1.0
H -0.99299 -2.25351 -1.39938 0.9 1.5 0.5
H -0.96282 -1.90769 1.11524 1.3 0.6 -0.7
H 0.43804 -0.65032 1.01322 -0.8 -1.0 -0.8
H 0.75253 -2.39890 0.56720 -1.9 1.4 -0.3
H -0.88231 0.58528 -0.76808 0.0 -0.6 -0.3
H 3.99155 4.29179 -1.83526 0.1 -1.4 0.4
H -1.83831 1.19088 -8.35126 0.4 0.6 0.5
H 1.60721 3.02282 -7.67818 -0.6 -0.4 0.2
Cl 2.23984 -2.35381 2.11107 0.9 -0.2 0.9
C 2.11711 -2.96152 3.78225 0.2 -0.1 0.3
C 1.17591 -4.14259 3.90317 0.2 0.0 0.1
Cl -0.52419 -3.68420 3.63102 0.0 -0.2 -0.2
H 1.80256 -2.13272 4.41746 0.0 -0.1 -0.1
H 3.12277 -3.26003 4.08410 -0.1 -0.1 0.0
H 1.23406 -4.55533 4.91215 0.0 0.1 0.0
H 1.42768 -4.93437 3.19629 -0.1 0.2 0.0
Cl -3.08124 6.86152 -3.38504 0.0 -0.1 0.0
C -1.61545 7.45637 -2.56354 0.0 0.1 0.0
C -0.39029 7.36931 -3.44846 0.0 0.2 0.1
Cl 0.09671 5.68351 -3.75399 0.2 0.1 0.0
H -1.48759 6.88422 -1.64363 0.0 0.0 -0.1
H -1.80410 8.49567 -2.29380 0.0 -0.3 -0.2
H 0.45480 7.85919 -2.96054 -0.1 -0.1 0.0
H -0.55457 7.85421 -4.41162 -0.1 -0.1 0.1
Cl -0.52616 -1.45790 5.88801 0.1 0.0 0.1
C -0.11725 -0.42687 7.28052 0.0 0.2 0.2
C 0.93847 0.59775 6.92474 -0.3 0.2 0.2
Cl 2.52443 -0.15412 6.61644 0.0 0.0 -0.2
H 0.20483 -1.07128 8.09939 0.1 0.0 -0.2
H -1.03646 0.07618 7.58583 0.1 0.0 -0.1
H 1.07477 1.29519 7.75330 0.0 -0.1 0.0
H 0.65875 1.17141 6.03999 0.1 -0.2 0.0
Cl -2.55915 -4.12643 -1.59218 -0.1 -0.3 -0.1
C -4.02530 -3.12687 -1.74863 -0.3 0.2 0.0
C -5.05517 -3.76016 -2.66434 0.0 0.0 0.2
Cl -4.52013 -3.77941 -4.36216 0.0 0.0 -0.1
H -3.72446 -2.13979 -2.10429 0.0 -0.1 0.0
H -4.44008 -3.01489 -0.74569 0.0 -0.1 -0.1
H -5.98185 -3.18580 -2.63182 0.2 0.0 0.0
H -5.28071 -4.78584 -2.36885 0.1 0.1 -0.1
Cl 2.82799 -3.03057 -10.63542 0.0 0.0 0.0
C 2.64252 -3.67214 -8.98355 0.0 -0.1 0.2
C 1.70613 -4.86181 -8.93484 0.1 -0.1 0.1
Cl 0.01979 -4.40090 -9.27093 0.1 0.0 0.1
H 2.29421 -2.86090 -8.34254 -0.1 -0.1 -0.1
H 3.63695 -3.97009 -8.64656 -0.1 0.0 -0.1
H 1.72062 -5.30344 -7.93646 0.1 0.1 0.0
H 1.99609 -5.63147 -9.65156 0.0 0.2 0.0
Cl -3.70235 -0.14408 6.66251 -0.1 0.1 0.0
C -4.33226 -1.80954 6.68392 0.0 -0.3 0.0
C -5.19060 -2.07965 7.90160 0.1 0.1 -0.3
Cl -4.23227 -2.09969 9.40633 0.2 0.0 0.0
H -3.48308 -2.49269 6.63083 0.0 0.1 0.1
H -4.92670 -1.93436 5.77731 0.0 0.0 0.1
H -5.66043 -3.06070 7.81319 0.1 0.1 0.0
H -5.97979 -1.33333 8.01066 0.4 -0.1 -0.1
Cl -2.70992 -1.31717 -10.57845 0.1 0.0 0.1
C -2.99849 -1.79763 -12.26953 -0.1 0.1 -0.1
C -2.98796 -3.30072 -12.44174 -0.1 0.0 -0.1
Cl -1.36409 -3.98798 -12.19726 -0.1 0.0 -0.1
H -2.24202 -1.31713 -12.89119 0.0 -0.1 0.1
H -3.97245 -1.39843 -12.55056 0.1 -0.1 0.1
H -3.29260 -3.56117 -13.45557 0.1 0.0 0.1
H -3.67111 -3.78958 -11.74577 0.1 0.1 0.0
Cl -1.23112 2.47110 0.98817 0.1 0.0 0.0
C -2.69550 3.47896 0.86047 -0.3 0.1 0.0
C -3.72685 2.87721 -0.07169 -0.1 0.0 0.1
Cl -3.19489 2.90563 -1.77125 0.1 0.0 0.1
H -2.39271 4.47462 0.53371 0.0 -0.2 -0.1
H -3.11009 3.56156 1.86662 0.0 -0.1 -0.1
H -4.65268 3.45423 -0.02030 0.1 0.1 0.1
H -3.95413 1.84364 0.19473 0.2 0.1 0.0
Cl -7.24605 -2.10598 -0.47926 0.0 0.0 0.1
C -7.78495 -0.51461 0.11301 -0.1 0.3 0.0
C -6.62768 0.44200 0.31346 -0.1 0.1 -0.1
Cl -5.57863 -0.04325 1.66923 0.0 0.0 0.0
H -8.34343 -0.66919 1.03686 0.2 0.0 -0.1
H -8.47010 -0.11419 -0.63596 0.1 0.0 0.0
H -7.00812 1.43778 0.54924 0.0 -0.1 0.0
H -6.00910 0.51669 -0.58248 0.0 -0.1 0.1
Cl 2.52762 -1.22596 10.05358 0.0 0.0 0.1
C 4.03857 -1.70594 9.24045 0.2 -0.1 -0.1
C 4.77692 -2.78829 9.99879 -0.2 -0.2 -0.2
Cl 5.44172 -2.19532 11.54184 -0.1 0.0 0.2
H 4.65298 -0.81382 9.11471 -0.1 -0.1 0.1
H 3.76191 -2.07086 8.25043 0.0 0.0 0.1
H 5.62117 -3.14332 9.40744 -0.1 0.1 0.1
H 4.13073 -3.64018 10.21492 0.0 0.2 0.1
Cl -9.15532 -0.15322 11.34343 0.0 0.0 0.0
C -8.53445 -1.82054 11.25855 0.0 -0.2 0.0
C -7.52711 -1.99883 10.14207 0.0 -0.1 0.3
Cl -8.28054 -1.87533 8.53118 -0.5 0.0 0.0
H -9.38531 -2.49287 11.14233 0.1 0.1 -0.1
H -8.06190 -2.03141 12.21923 0.1 0.0 -0.1
H -7.07636 -2.99092 10.20488 -0.1 0.1 0.0
H -6.72886 -1.25901 10.19976 -0.2 0.0 0.0
Cl 4.38991 1.99794 4.32541 0.0 0.0 0.0
C 4.71204 2.13716 2.57784 0.1 0.0 -0.2
C 5.58807 3.32787 2.24919 0.2 -0.2 -0.1
Cl 4.74995 4.87618 2.52260 0.0 0.0 0.0
H 3.75315 2.19005 2.06059 0.1 0.1 0.1
H 5.21213 1.21566 2.27490 0.0 0.1 0.0
H 5.86662 3.30167 1.19393 -0.1 0.0 0.1
H 6.50292 3.32917 2.84313 -0.2 0.0 0.0
Cl 10.99055 -2.07324 10.22234 0.1 0.0 0.0
C 10.00752 -0.59216 10.33657 -0.1 0.3 0.0
C 8.54962 -0.89778 10.60684 0.1 0.1 0.2
Cl 7.76054 -1.68156 9.21583 0.3 0.0 -0.2
H 10.13552 -0.02881 9.41160 0.0 -0.2 0.0
H 10.42020 -0.00030 11.15512 -0.1 -0.1 0.0
H 8.00569 0.02899 10.79828 0.1 -0.1 -0.1
H 8.42879 -1.54796 11.47402 0.0 0.0 -0.2
Cl -2.91138 8.50182 1.28898 0.0 0.0 -0.1
C -1.94918 9.96615 1.61149 0.1 0.2 0.1
C -1.69310 10.76826 0.35313 -0.1 0.2 0.2
Cl -0.59512 9.92457 -0.76784 0.2 0.2 0.2
H -1.01749 9.66071 2.08902 -0.1 0.0 -0.1
H -2.51645 10.56723 2.32394 0.0 0.0 -0.1
H -1.21674 11.71660 0.60827 0.0 -0.1 0.0
H -2.61924 10.98588 -0.18038 0.1 -0.1 0.0
Cl 8.87954 -5.93806 7.81860 0.0 0.0 0.0
C 10.37058 -5.30635 8.56244 0.2 0.2 0.1
C 11.57077 -5.45337 7.65110 0.0 0.2 0.1
Cl 12.04431 -7.15671 7.43025 0.0 0.0 0.0
H 10.52091 -5.82402 9.51062 0.0 0.0 -0.2
H 10.19452 -4.25061 8.77512 0.0 -0.1 -0.1
H 12.43046 -4.94057 8.08663 -0.1 0.0 0.0
H 11.38156 -5.02469 6.66618 -0.1 -0.1 0.1
Cl -4.57890 -2.07841 -14.98463 -0.2 0.0 -0.3
C -5.25074 -1.04487 -16.27122 -0.1 0.1 -0.2
C -5.90371 0.20437 -15.71755 0.1 0.1 -0.1
Cl -7.39509 -0.16022 -14.81475 0.0 0.0 0.0
H -5.95473 -1.64212 -16.85171 0.0 0.0 0.2
H -4.41923 -0.77025 -16.92236 0.0 0.0 0.1
H -6.18463 0.86873 -16.53679 0.0 -0.1 0.0
H -5.23081 0.74835 -15.05335 -0.1 -0.1 0.0
```
Positions in Å, forces in eV/Å.

Output
ΔE to the lowest compared entry with this formula, charge and spin = 315.7 kJ/mol
Multiplicity = 1
HOMO energy = -8.15 eV
DFT total energy = -577810.6562 eV
Charge = 0
HOMO-LUMO gap = 8.325 eV
E_LUMO = 0.171 eV



2.
C26H37IN5O3SZn | ωB97M-V/def2-TZVPD

```
74
Properties=species:S:1:pos:R:3:forces:R:3
Zn 0.83214 0.80683 1.13367 0.1 0.1 -0.2
C -0.71225 0.77466 -3.00608 0.0 0.0 -0.1
C -0.77930 0.80688 -1.49297 -0.1 0.0 0.1
O 0.23318 1.31656 -0.91366 0.1 -0.2 0.0
C -1.92466 0.32601 -0.87850 -0.1 0.2 0.2
C -2.19984 0.48767 0.52906 0.0 0.0 -0.2
C -3.60424 0.27448 1.02620 0.0 0.0 0.0
N -1.25394 0.83349 1.33102 0.0 -0.1 0.2
N -1.58240 1.13330 2.65335 0.0 -0.1 -0.1
C -0.62641 1.87841 3.15637 0.0 0.1 0.1
O 0.42569 2.30020 2.56153 0.0 0.0 -0.1
C -0.81566 2.29676 4.58251 0.0 0.0 0.0
C -1.60235 1.55867 5.46190 -0.1 0.0 0.0
C -1.75770 1.96964 6.77777 0.0 0.0 0.0
C -1.13290 3.12712 7.22760 0.0 0.0 0.0
C -0.33981 3.86124 6.35532 0.0 0.0 0.0
C -0.17643 3.44197 5.04205 0.1 0.0 0.1
H 0.30201 0.50679 -3.30769 0.0 0.0 0.0
H -0.92734 1.77267 -3.39776 0.0 0.0 0.0
H -1.42507 0.06985 -3.43710 0.0 0.0 0.0
H -2.73786 -0.01252 -1.50915 0.0 -0.1 0.0
H -4.18769 -0.28312 0.29153 0.0 0.0 0.0
H -4.09580 1.23254 1.20859 0.0 0.0 0.0
H -3.58672 -0.25213 1.97997 0.0 0.0 0.0
H -2.08430 0.66379 5.09136 0.0 0.0 0.0
H -2.36038 1.38148 7.45973 0.0 0.0 0.0
H -1.25957 3.45125 8.25366 0.0 0.0 0.0
H 0.16052 4.75666 6.70441 0.0 0.0 0.0
H 0.45865 3.98300 4.35331 0.0 0.0 0.0
I 3.13748 0.02461 3.64952 0.0 0.0 0.0
C 1.49013 -0.67964 2.41399 0.0 -0.1 -0.1
H 0.73856 -0.93086 3.16490 0.0 0.0 0.0
H 1.89001 -1.61772 2.02340 0.0 0.0 0.0
C 3.39533 -0.37788 -2.53326 0.0 0.0 0.0
N 3.74190 0.23694 -1.25811 -0.2 -0.1 0.0
C 3.89296 -0.72851 -0.17716 0.0 0.0 -0.1
C 3.17296 1.44652 -0.93764 0.1 0.1 -0.1
N 2.68166 1.66273 0.22725 -0.1 0.2 0.3
N 3.21130 2.39243 -1.95961 -0.1 0.0 0.0
C 4.46493 2.62498 -2.64795 0.0 0.0 0.0
C 2.39355 3.57536 -1.79069 0.0 0.0 0.0
H 2.55618 -1.06947 -2.40231 0.0 0.0 0.0
H 4.25703 -0.92797 -2.92032 0.0 0.0 0.0
H 3.10938 0.38551 -3.25208 0.0 0.0 0.0
H 4.66631 -1.44385 -0.46745 0.0 0.0 0.0
H 2.95983 -1.26282 0.00914 0.0 0.0 0.0
H 4.19274 -0.21804 0.73399 0.0 0.0 0.0
H 2.46882 2.64545 0.35796 0.1 0.0 0.0
H 5.03418 1.70197 -2.71790 0.0 0.0 0.0
H 5.08015 3.36911 -2.12278 0.0 0.0 0.0
H 4.26900 2.99552 -3.65659 0.0 0.0 0.0
H 2.82487 4.29046 -1.07382 0.0 0.0 0.0
H 1.39973 3.27736 -1.45721 0.0 0.0 0.0
H 2.30988 4.07869 -2.75527 0.0 0.0 0.0
C -4.14390 -4.21870 -4.59339 0.0 0.0 0.0
C -3.22429 -3.70356 -3.51710 0.0 0.0 0.0
C -1.93584 -3.27929 -3.81161 0.0 0.0 0.0
C -1.08440 -2.81415 -2.81383 0.0 0.0 -0.1
C -1.52939 -2.77677 -1.51011 -0.1 0.1 0.1
C -2.82117 -3.17664 -1.19128 0.0 0.0 0.0
C -3.65616 -3.64309 -2.19036 0.0 0.0 0.0
S -0.41409 -2.19017 -0.22658 0.4 -0.3 -0.3
C -0.04748 -3.87092 0.34086 0.1 0.1 0.2
O 0.84425 -1.79223 -0.93537 -0.3 0.0 0.1
H -3.66990 -4.16896 -5.57308 0.0 0.0 0.0
H -5.06689 -3.63751 -4.63348 0.0 0.0 0.0
H -4.42105 -5.25793 -4.40550 0.0 0.0 0.0
H -1.58950 -3.30614 -4.83881 0.0 0.0 0.0
H -0.08090 -2.47009 -3.03275 0.0 0.0 0.0
H -3.17489 -3.10915 -0.16814 0.0 0.0 0.0
H -4.66453 -3.95747 -1.94461 0.0 0.0 0.0
H 0.32533 -4.43731 -0.51035 0.0 0.0 0.0
H -0.94394 -4.32835 0.75879 0.0 0.0 0.0
H 0.72027 -3.77661 1.10863 0.0 0.0 0.0
```
Positions in Å, forces in eV/Å.

Output
Multiplicity = 1
HOMO energy = -3.68 eV
DFT total energy = -108511.0620 eV
Charge = -1
HOMO-LUMO gap = 5.973 eV
E_LUMO = 2.295 eV